170
Properties=species:S:1:pos:R:3 method="wB97M-V/def2-TZVPD" relative_energy_ev=2.4187 s2=0.75 multiplicity=2 homo_lumo_gap_ev="8.606 / 3.261" charge=+1 total_energy_ev=-78622.2293
C -5.254 -2.869 0.074
C -6.317 -1.788 0.476
C -5.780 -0.318 0.402
O -5.081 -0.075 1.667
C -4.172 0.986 1.590
N -7.503 -2.020 -0.363
H -4.842 -2.678 -0.917
H -5.633 -3.886 -0.023
H -4.524 -2.864 0.884
H -6.609 -1.986 1.507
H -6.617 0.373 0.312
H -5.230 -0.021 -0.491
H -3.663 1.142 2.541
H -4.736 1.866 1.280
H -3.306 0.741 0.975
H -7.927 -2.898 -0.100
H -8.272 -1.366 -0.338
C 6.681 5.084 1.679
C 5.963 3.854 1.024
C 4.992 4.296 -0.129
O 3.756 4.868 0.330
C 2.768 5.057 -0.759
N 7.029 2.860 0.645
H 7.223 4.689 2.538
H 5.980 5.837 2.041
H 7.358 5.562 0.972
H 5.277 3.366 1.718
H 4.598 3.422 -0.647
H 5.408 5.114 -0.717
H 2.618 4.152 -1.348
H 3.035 5.639 -1.641
H 1.761 5.375 -0.490
H 6.667 2.125 0.055
H 7.854 3.207 0.178
C -1.178 4.847 0.486
C -1.731 4.738 -0.955
C -0.756 5.208 -2.059
O -0.353 6.523 -1.797
C 0.471 7.243 -2.716
N -2.145 3.390 -1.172
H -1.824 4.425 1.257
H -1.020 5.884 0.781
H -0.212 4.343 0.476
H -2.595 5.401 -1.008
H -1.168 5.087 -3.060
H 0.176 4.643 -2.028
H 0.385 8.296 -2.449
H 0.018 7.180 -3.705
H 1.458 6.809 -2.881
H -2.542 3.295 -2.095
H -1.310 2.825 -1.122
C 3.602 -5.820 4.735
C 2.289 -6.565 4.744
C 1.325 -6.266 3.570
O 0.875 -4.889 3.549
C 0.200 -4.502 2.381
N 2.446 -8.015 4.799
H 4.033 -5.775 5.735
H 3.469 -4.788 4.408
H 4.374 -6.253 4.100
H 1.786 -6.257 5.660
H 0.475 -6.948 3.584
H 1.830 -6.576 2.655
H 0.964 -4.428 1.607
H -0.272 -3.529 2.514
H -0.653 -5.162 2.223
H 2.690 -8.237 5.754
H 1.557 -8.490 4.737
C -0.707 -0.477 0.411
C 0.846 -0.041 0.384
C 1.045 1.355 -0.177
O 0.246 1.802 -1.248
C 0.820 1.405 -2.443
N 1.392 -0.145 1.762
H -0.928 -1.499 0.718
H -1.102 -0.376 -0.600
H -1.240 0.324 0.922
H 1.383 -0.810 -0.171
H 2.110 1.502 -0.359
H 0.711 1.969 0.659
H 1.776 1.828 -2.750
H 0.177 1.644 -3.290
H 0.867 0.317 -2.497
H 1.104 -0.971 2.267
H 1.184 0.678 2.310
C -1.720 -3.155 -2.385
C -0.597 -3.919 -1.702
C -1.051 -5.315 -1.156
O 0.042 -5.844 -0.408
C -0.152 -7.091 0.194
N 0.310 -4.098 -2.784
H -2.502 -2.911 -1.665
H -2.157 -3.737 -3.197
H -1.334 -2.290 -2.923
H -0.194 -3.373 -0.849
H -1.402 -5.913 -1.997
H -1.902 -5.205 -0.484
H -0.810 -7.099 1.062
H 0.790 -7.503 0.555
H -0.561 -7.757 -0.566
H -0.090 -4.866 -3.304
H 1.109 -4.532 -2.345
C 1.156 2.711 -5.912
C 1.640 1.903 -7.156
C 1.852 2.834 -8.444
O 0.748 3.695 -8.867
C -0.563 3.088 -8.969
N 2.856 1.204 -6.763
H 0.143 3.049 -6.133
H 1.838 3.541 -5.731
H 1.137 2.016 -5.072
H 1.011 1.050 -7.411
H 2.074 2.213 -9.312
H 2.772 3.405 -8.317
H -1.294 3.790 -9.371
H -0.941 2.754 -8.002
H -0.520 2.215 -9.620
H 3.424 0.799 -7.493
H 3.504 1.879 -6.382
C -5.582 -0.267 -3.680
C -5.185 -0.623 -5.173
C -3.730 -0.699 -5.466
O -3.130 0.446 -5.037
C -1.728 0.499 -5.223
N -5.862 -1.822 -5.588
H -5.104 0.645 -3.320
H -5.187 -1.117 -3.124
H -6.670 -0.265 -3.624
H -5.664 0.254 -5.608
H -3.610 -0.858 -6.538
H -3.280 -1.539 -4.936
H -1.198 -0.237 -4.620
H -1.484 1.490 -4.839
H -1.294 0.409 -6.219
H -5.654 -2.542 -4.911
H -5.447 -2.152 -6.448
C 3.549 2.629 4.008
C 2.702 3.421 3.009
C 1.221 3.425 3.340
O 0.702 2.141 3.190
C -0.728 1.860 3.373
N 3.247 4.791 3.017
H 3.345 2.893 5.046
H 4.631 2.682 3.889
H 3.210 1.598 3.905
H 2.884 2.930 2.053
H 0.758 4.250 2.799
H 1.037 3.711 4.376
H -1.038 2.072 4.397
H -1.010 0.818 3.223
H -1.272 2.546 2.724
H 4.243 4.694 3.152
H 3.127 5.211 2.106
C 2.041 -4.067 8.165
C 0.687 -3.436 8.348
C -0.056 -2.993 7.108
O 0.731 -1.973 6.506
C 0.277 -1.648 5.237
N 0.004 -4.410 9.175
H 2.777 -3.288 7.965
H 1.991 -4.792 7.353
H 2.485 -4.526 9.049
H 0.753 -2.581 9.022
H -1.053 -2.710 7.444
H -0.165 -3.948 6.592
H 0.588 -0.676 4.853
H -0.805 -1.692 5.113
H 0.583 -2.463 4.581
H -0.747 -3.973 9.690
H 0.643 -4.650 9.920

170
Properties=species:S:1:pos:R:3 method="wB97M-V/def2-TZVPD" relative_energy_ev=5.7462 s2=0.76 multiplicity=2 homo_lumo_gap_ev="7.468 / 1.773" charge=+1 total_energy_ev=-78618.9018
C -0.507 -4.590 -2.774
C -0.379 -3.214 -3.378
C 0.021 -3.289 -4.850
O -0.448 -2.034 -5.442
C -0.141 -1.997 -6.799
N -1.670 -2.536 -3.197
H -0.472 -4.370 -1.707
H 0.356 -5.211 -3.010
H -1.465 -5.090 -2.918
H 0.396 -2.780 -2.747
H -0.527 -4.162 -5.205
H 1.063 -3.592 -4.955
H 0.849 -2.384 -7.041
H -0.243 -0.965 -7.135
H -0.875 -2.541 -7.394
H -2.413 -3.207 -3.331
H -1.678 -1.893 -3.976
C -7.623 -2.609 2.994
C -7.065 -3.914 2.463
C -6.182 -3.719 1.201
O -5.307 -2.542 1.173
C -3.921 -2.856 1.514
N -6.443 -4.469 3.604
H -8.285 -2.610 3.860
H -8.267 -2.098 2.278
H -6.814 -1.953 3.316
H -7.998 -4.439 2.263
H -6.778 -3.512 0.312
H -5.568 -4.609 1.068
H -3.910 -3.795 2.067
H -3.447 -2.135 2.180
H -3.250 -3.068 0.681
H -5.477 -4.201 3.725
H -6.545 -5.442 3.351
C -4.504 1.195 3.815
C -4.204 0.774 5.265
C -3.461 1.916 6.125
O -2.248 2.332 5.500
C -1.215 1.398 5.248
N -5.445 0.505 6.001
H -4.917 2.201 3.878
H -5.233 0.456 3.480
H -3.628 0.984 3.201
H -3.515 -0.071 5.240
H -3.276 1.434 7.085
H -3.991 2.855 6.281
H -1.464 0.766 4.395
H -1.073 0.878 6.195
H -0.267 1.907 5.070
H -5.173 0.299 6.952
H -5.962 1.372 5.958
C -2.754 4.382 -1.837
C -1.470 4.221 -2.779
C -1.285 2.759 -3.293
O -0.261 2.694 -4.259
C -0.026 1.415 -4.942
N -1.703 5.164 -3.902
H -2.903 4.048 -0.810
H -3.510 3.720 -2.260
H -3.136 5.383 -1.638
H -0.687 4.603 -2.124
H -2.137 2.407 -3.874
H -0.942 2.068 -2.522
H 0.445 0.638 -4.340
H 0.527 1.530 -5.874
H -0.946 0.923 -5.256
H -1.726 6.126 -3.594
H -0.895 5.050 -4.496
C 5.246 3.899 7.896
C 4.056 2.932 7.678
C 3.883 2.426 6.238
O 2.687 1.735 6.248
C 2.422 0.823 5.111
N 4.185 1.815 8.628
H 5.175 4.720 7.183
H 6.138 3.347 7.600
H 5.279 4.395 8.866
H 3.127 3.376 8.038
H 4.731 1.792 5.979
H 3.875 3.269 5.547
H 1.720 0.081 5.493
H 3.284 0.363 4.628
H 2.014 1.396 4.279
H 5.082 1.367 8.512
H 3.593 1.105 8.219
C 3.844 -3.067 -2.146
C 5.250 -3.535 -2.540
C 5.932 -2.657 -3.611
O 7.090 -3.249 -3.865
C 7.781 -2.976 -5.071
N 5.850 -3.744 -1.250
H 3.307 -2.827 -3.064
H 3.803 -2.147 -1.562
H 3.322 -3.861 -1.613
H 5.124 -4.552 -2.910
H 5.853 -1.636 -3.240
H 5.207 -2.736 -4.421
H 8.819 -3.299 -5.146
H 7.762 -1.888 -5.127
H 7.196 -3.271 -5.943
H 5.562 -2.864 -0.847
H 6.856 -3.653 -1.241
C -7.530 1.147 0.077
C -7.348 0.316 -1.227
C -6.145 0.803 -2.171
O -6.560 2.082 -2.772
C -5.857 2.409 -3.967
N -7.085 -1.062 -0.721
H -7.620 2.151 -0.337
H -6.600 1.056 0.639
H -8.270 0.771 0.783
H -8.187 0.390 -1.919
H -6.240 0.019 -2.921
H -5.230 1.025 -1.623
H -6.409 1.956 -4.790
H -4.889 1.916 -3.879
H -5.680 3.475 -4.108
H -6.479 -1.057 0.087
H -7.856 -1.508 -0.244
C 1.484 0.308 -0.090
C 0.092 0.259 0.534
C -1.103 -0.269 -0.332
O -2.448 -0.104 0.334
C -2.764 1.318 0.487
N 0.285 -0.520 1.732
H 2.345 0.492 0.552
H 1.452 1.021 -0.914
H 1.575 -0.688 -0.522
H -0.180 1.292 0.750
H -0.986 -1.316 -0.613
H -1.015 0.299 -1.258
H -3.853 1.303 0.521
H -2.469 1.863 -0.410
H -2.381 1.796 1.388
H 0.785 0.121 2.332
H -0.680 -0.758 1.911
C 3.697 -1.951 1.998
C 5.004 -2.619 2.132
C 6.189 -1.842 1.494
O 5.915 -1.423 0.122
C 6.685 -0.419 -0.403
N 5.307 -2.818 3.587
H 3.295 -2.030 0.988
H 3.755 -0.881 2.197
H 2.914 -2.446 2.572
H 4.861 -3.621 1.727
H 7.200 -2.225 1.631
H 6.206 -0.905 2.050
H 6.609 0.472 0.221
H 6.536 -0.161 -1.451
H 7.749 -0.648 -0.453
H 4.827 -3.566 4.068
H 6.204 -3.283 3.580
C 1.938 4.510 -2.575
C 2.949 4.161 -3.654
C 3.836 3.006 -3.235
O 4.988 2.869 -4.165
C 5.737 1.780 -3.902
N 2.140 3.727 -4.834
H 1.313 3.707 -2.185
H 1.227 5.180 -3.057
H 2.315 5.002 -1.679
H 3.574 4.997 -3.969
H 3.260 2.080 -3.223
H 4.206 3.092 -2.214
H 6.651 1.668 -4.486
H 5.213 0.826 -3.857
H 6.222 1.804 -2.926
H 2.792 3.256 -5.445
H 1.478 3.005 -4.591